Molecular formula: C20H54GaNO12P3
Method: DFT, ωB97M-V with the def2-TZVPD basis set

CARTESIAN COORDINATES (ANGSTROEM)
H 0.806 2.439 2.061
H -0.710 -5.409 -3.571
H -1.596 -2.313 -0.481
H -1.133 6.489 -0.075
H 0.413 -6.420 -4.504
O -2.213 -8.113 4.471
O 1.803 2.982 -0.529
H -0.703 -5.440 5.827
H 2.818 1.308 -3.024
O 2.872 -2.593 -2.883
H -0.156 5.461 -2.033
H -5.353 -9.565 2.266
C -0.882 -7.097 0.068
H -0.224 13.299 -1.709
C 0.333 -5.544 -3.859
H -1.386 -6.146 -0.116
H 1.328 -2.765 0.262
H -1.049 -2.149 1.207
C 0.374 6.322 -1.621
C 4.255 4.701 0.446
H 2.067 12.115 -1.277
H -1.208 -7.707 6.198
P 1.478 -2.838 -2.474
H -1.173 7.771 -1.273
H 0.091 7.746 -0.025
H 4.440 6.761 -0.173
H 0.282 -8.001 1.650
H 0.136 -6.260 1.761
H -2.280 -5.616 5.020
C 4.716 5.769 -0.529
O 0.628 -3.112 -3.822
O -1.514 -7.262 2.405
C -0.505 7.128 -0.695
O -1.371 -9.648 2.072
H -1.599 -7.884 -0.163
H 4.798 4.800 1.386
H -1.498 4.026 0.832
H 1.928 -4.407 -4.780
Ga 0.822 12.219 -2.307
O 0.426 -3.529 -1.474
C 0.859 -4.310 -4.568
H -5.093 -9.072 4.734
C -0.065 10.360 -2.582
C -4.426 -9.764 2.801
P 1.752 4.446 -0.342
H -3.967 -10.651 2.356
C -1.238 -5.931 5.013
H -0.399 -1.107 -0.039
H 1.455 0.360 -1.089
H -0.160 -7.799 4.788
C -0.238 2.745 2.008
H 1.092 1.108 -3.353
C -0.738 -2.120 0.161
C 2.020 0.575 -3.142
C -0.512 3.558 0.758
H -0.532 2.923 -0.128
C -4.718 -9.986 4.274
H 2.834 -0.619 -1.532
O -3.583 -8.628 2.577
C -1.124 -7.436 5.147
N -1.299 10.090 -1.793
C -0.410 -7.172 1.504
H -2.134 10.409 -2.263
H 4.251 5.636 -1.508
H 4.453 3.699 0.051
C -1.209 10.569 -0.430
H -0.297 10.256 -3.644
H -0.441 3.342 2.899
O 0.960 -1.344 -2.104
H 1.319 12.745 -3.757
O 1.611 5.897 -0.967
H -0.244 10.292 0.003
P -2.024 -8.697 2.989
H -5.456 -10.778 4.402
H 0.342 -4.181 -5.518
H -3.815 -10.274 4.816
H 0.678 6.954 -2.454
O 0.435 4.609 0.614
H -0.796 -5.575 4.085
C 0.362 -3.135 -0.083
H -1.988 10.079 0.173
O 2.868 4.821 0.770
H 0.132 -4.043 0.477
H -0.872 1.856 2.037
H 5.798 5.727 -0.660
H 2.233 -0.049 -4.011
C 1.871 -0.257 -1.888
H 0.675 9.624 -2.236
H -1.341 11.652 -0.315
H 0.897 -5.745 -2.945
H -0.039 -7.177 -0.620

Computed properties:
charge: -1
LUMO: 0.0491 hartree
Kohn-Sham gap: 4.88 eV
electronic energy: -4701.063849 Eh
multiplicity: 1
molecular weight: 663.292 g mol⁻¹